1.
# C13H23N5O3PdS

A structure of composition C13H23N5O3PdS (wB97M-V/def2-TZVPD, the Open Molecules 2025 dataset).

Results
Largest force on an atom ... 0.413 eV/Å
Frontier orbital gap (alpha / beta) ... 6.86 / 6.86 eV
HOMO energy (alpha / beta) ... -14.183 / -14.183 eV
Charge ... +2

Each line ends with the Löwdin charge.
Element x y z (Å)
Pd1 0.909896 0.280259 -0.100661  0.842
C1 0.033286 3.064328 -1.903753  -0.063
O1 0.808768 1.867039 -1.991324  -0.263
C2 0.362248 1.008321 -3.025304  -0.200
C3 1.262817 -0.193162 -3.023283  -0.119
O2 1.088762 -0.932104 -1.775874  -0.318
C4 2.133784 -1.931765 -1.605905  -0.126
C5 2.002321 -2.562546 -0.250685  -0.188
O3 2.242860 -1.550251 0.717041  -0.268
C6 2.120019 -2.039294 2.055088  -0.057
H1 0.130811 3.641790 -2.824311  0.104
H2 -1.018444 2.827331 -1.723671  0.090
H3 0.426802 3.639054 -1.070687  0.094
H4 -0.685413 0.723130 -2.865885  0.128
H5 0.441463 1.502448 -3.999075  0.151
H6 1.029837 -0.872180 -3.843975  0.150
H7 2.304065 0.127567 -3.096500  0.145
H8 2.021944 -2.672588 -2.398487  0.151
H9 3.106466 -1.442979 -1.699150  0.146
H10 1.007401 -2.999631 -0.105846  0.138
H11 2.748027 -3.358463 -0.162465  0.151
H12 2.881969 -2.795839 2.246791  0.105
H13 2.271297 -1.193994 2.719763  0.089
H14 1.126419 -2.462837 2.219275  0.100
S1 -1.438371 0.094840 0.408225  0.734
C7 -2.382221 -0.937785 -0.596511  -0.655
N1 -3.720206 -0.875833 -0.376099  0.062
C8 -4.641495 -1.621544 -1.025216  -0.021
C9 -4.247441 -2.505793 -1.985695  -0.018
C10 -2.878763 -2.605717 -2.257869  -0.003
C11 -1.958568 -1.838609 -1.577365  -0.060
H15 -4.039285 -0.223062 0.330257  0.153
H16 -5.669861 -1.464154 -0.734699  0.148
H17 -4.977843 -3.103371 -2.508710  0.128
H18 -2.536376 -3.302079 -3.012650  0.130
H19 -0.903563 -1.918811 -1.781250  0.090
N2 0.034797 3.522794 5.492837  0.213
C12 0.695935 2.994834 4.471269  -0.458
N3 2.011931 2.787023 4.571226  0.212
N4 -0.012907 2.703998 3.377712  0.149
C13 0.454497 2.047304 2.390712  -0.309
N5 0.846998 1.509367 1.434960  0.003
H20 0.492602 3.837253 6.330839  0.133
H21 -0.956156 3.670195 5.397726  0.136
H22 2.527350 3.057689 5.392062  0.132
H23 2.541537 2.497826 3.767121  0.119

Atoms 1-3, force components in eV/Å:
Pd -0.366 -0.051 0.158
C 0.011 0.009 0.045
O 0.067 0.045 -0.121

---

2.
# C13H23NO3

An isolated molecule of C13H23NO3 (wB97M-V/def2-TZVPD, the Open Molecules 2025 dataset).

Results
Largest force on an atom ... 0.921 eV/Å
Frontier orbital gap ... 10.42 eV
SMILES string ... CCCCCC[C@@H]1/C(=N/O)CC[C@H]1C(=O)OC
HOMO energy ... -9.555 eV

Each line ends with the Löwdin charge.
Element x y z (Å)
C1 -4.715785 -0.511378 0.562957  -0.108
C2 -3.505990 -1.234160 1.143066  -0.263
C3 -2.937281 -2.303494 0.208354  -0.223
C4 -2.425471 -1.780969 -1.136242  -0.209
C5 -1.321313 -0.727946 -1.035529  -0.195
C6 -0.023659 -1.277036 -0.448337  -0.148
C7 1.067024 -0.211215 -0.363098  -0.216
C8 2.418635 -0.764803 -0.002316  -0.265
N1 2.829248 -1.855927 -0.484830  0.048
O1 4.107383 -2.258923 -0.074945  -0.051
H1 4.248318 -3.092353 -0.543993  0.091
C9 3.116927 0.143926 0.966611  -0.102
C10 2.238163 1.391377 1.019122  -0.117
H2 2.287029 1.903903 1.978711  0.123
H3 2.530695 2.090218 0.233736  0.124
C11 0.828198 0.855912 0.720757  -0.175
C12 -0.115929 1.958572 0.310326  -0.492
O2 -1.045023 2.346550 0.970442  0.116
O3 0.214122 2.486591 -0.875473  -0.043
C13 -0.615923 3.540106 -1.341011  -0.040
H4 -0.636750 4.356000 -0.615842  0.098
H5 -1.635425 3.178971 -1.491176  0.098
H6 -0.186766 3.873937 -2.282126  0.094
H7 0.414018 0.385956 1.618132  0.165
H8 4.141519 0.342691 0.650612  0.121
H9 3.166778 -0.355274 1.937824  0.131
H10 1.156542 0.287762 -1.335096  0.161
H11 0.346005 -2.092551 -1.071989  0.116
H12 -0.203220 -1.675551 0.551077  0.120
H13 -1.673361 0.108466 -0.431224  0.094
H14 -1.116228 -0.344525 -2.038934  0.122
H15 -2.049167 -2.629906 -1.712879  0.111
H16 -3.262394 -1.355951 -1.693357  0.102
H17 -3.719478 -3.040368 0.006806  0.109
H18 -2.128915 -2.825919 0.723756  0.100
H19 -2.735419 -0.502852 1.391555  0.095
H20 -3.800949 -1.723104 2.075092  0.105
H21 -5.142462 0.160318 1.304217  0.069
H22 -4.437402 0.080641 -0.304899  0.064
H23 -5.481027 -1.225273 0.264146  0.074

Atoms 1-3, force components in eV/Å:
C 0.209 -0.027 0.161
C -0.085 -0.167 -0.132
C 0.044 0.139 -0.009

---

3.
# C13H23NO3

An isolated molecule of C13H23NO3 (wB97M-V/def2-TZVPD, the Open Molecules 2025 dataset).

Results
Largest force on an atom ... 0.527 eV/Å
Frontier orbital gap ... 9.85 eV
SMILES string ... CCCCC(=O)N1CCC[C@@H](C(=O)OCC)C1
HOMO energy ... -9.112 eV

Each line ends with the Löwdin charge.
Element x y z (Å)
C1 -3.920950 -0.695228 -0.760068  -0.105
C2 -3.308337 -1.949058 -0.148815  -0.261
C3 -2.270658 -1.641292 0.930579  -0.203
C4 -1.073335 -0.852352 0.396726  -0.105
C5 -1.302132 0.647814 0.484978  -0.449
O1 -2.138030 1.131056 1.223138  0.056
N1 -0.520324 1.446458 -0.294179  -0.052
C6 0.605458 1.056100 -1.095916  -0.093
H1 0.585460 1.661636 -2.008545  0.135
H2 0.546485 0.009953 -1.391714  0.119
C7 1.940177 1.325831 -0.347732  -0.178
C8 2.360553 0.062702 0.378680  -0.476
O2 2.117266 -0.198551 1.526815  0.120
O3 3.025694 -0.746723 -0.451715  -0.001
C9 3.436530 -2.019693 0.055718  -0.209
C10 2.347190 -3.066344 -0.127064  -0.055
H3 1.473683 -2.807390 0.466148  0.065
H4 2.058533 -3.131450 -1.173580  0.079
H5 2.715876 -4.034391 0.199242  0.079
H6 4.330378 -2.279113 -0.515073  0.123
H7 3.687289 -1.912045 1.115716  0.122
H8 2.709403 1.549857 -1.090910  0.152
C11 1.744585 2.490110 0.628072  -0.138
C12 0.782087 3.511436 0.030964  -0.161
C13 -0.611486 2.886822 -0.109902  -0.134
H9 -1.149951 3.329719 -0.956454  0.127
H10 -1.204022 3.046455 0.793283  0.119
H11 0.720960 4.390436 0.672016  0.112
H12 1.159404 3.835912 -0.941382  0.110
H13 2.705959 2.952266 0.854038  0.122
H14 1.330694 2.099397 1.560084  0.124
H15 -0.193660 -1.055675 1.012436  0.108
H16 -0.860642 -1.163121 -0.626511  0.112
H17 -1.921622 -2.583321 1.359102  0.107
H18 -2.737202 -1.056712 1.725078  0.110
H19 -4.102288 -2.550763 0.299648  0.103
H20 -2.846320 -2.551498 -0.937022  0.103
H21 -3.177678 -0.128326 -1.316449  0.068
H22 -4.728277 -0.959300 -1.440344  0.069
H23 -4.316757 -0.051607 0.020921  0.075

Atoms 1-3, force components in eV/Å:
C -0.027 -0.216 0.050
C -0.003 0.129 0.148
C 0.007 -0.091 -0.151